Record 1
Density functional theory data (wB97M-V/def2-TZVPD) for CHNO in the gas phase at a distorted geometry.

CARTESIAN COORDINATES (ANGSTROEM)
C  0.4527  -1.2720  -1.0052
N  0.2543  -0.4067  -0.2312
O  0.0467  0.5980  0.7213
H  -0.7537  1.0807  0.5151

Cartesian forces, eV/Å:
C -0.13 0.86 0.82
N -0.79 1.33 0.83
O 1.54 -2.05 -0.90
H -0.62 -0.14 -0.75

As for the spin multiplicity: 1. The value obtained for the total energy is -4586.972 eV. The frontier orbital gap comes out at 12.06 eV. The calculation puts the relative energy (zero: lowest compared OMol25 entry of this formula, charge and spin) at 3.755 eV. For the highest occupied orbital energy, the calculation gives -11.7729 eV. The value obtained for the molar mass is 43.03 Da. The value obtained for the strongest force on any atom is 2.72 eV/Å. The calculation puts the LUMO energy at 0.28 eV. The charge is 0.

Just the natural (NBO) charges please, in e? Sure, here they are: 0.2364, -0.2619, -0.4703, 0.4958

***

Record 2
Density functional theory data (wB97M-V/def2-TZVPD) for 2 unconnected molecules or ions with the total composition CHNO2 at a distorted geometry.

CARTESIAN COORDINATES (ANGSTROEM)
C  0.5672  -0.5696  2.5589
N  0.2730  -0.6625  -0.6521
O  -0.5660  -0.5514  2.3273
O  1.6563  -0.7820  2.8485
H  -0.3349  -1.3369  -0.0471

Cartesian forces, eV/Å:
C -0.85 -1.22 0.30
N -0.97 -1.11 0.99
O -0.49 0.73 -0.32
O 1.36 0.51 0.10
H 0.94 1.09 -1.07

As for the spin multiplicity: 1. The value obtained for the total energy is -6634.490 eV. The frontier orbital gap (alpha / beta) comes out at 10.11 / 10.14 eV. The calculation puts the relative energy (zero: lowest compared OMol25 entry of this formula, charge and spin) at 0.863 eV. For the highest occupied orbital energy (alpha / beta), the calculation gives -11.4824 / -11.4693 eV. The value obtained for the molar mass is 59.02 Da. The value obtained for the strongest force on any atom is 1.80 eV/Å. The calculation puts the LUMO energy (alpha / beta) at -1.38 / -1.33 eV. The charge is 0.

natural (NBO) population analysis, charges in e, atoms 1 to 4: 1.0222, -0.2227, -0.5255, -0.4962

***

Record 3
Density functional theory data (wB97M-V/def2-TZVPD) for CHNO2S in the gas phase at a distorted geometry.

CARTESIAN COORDINATES (ANGSTROEM)
C  0.1403  -0.7092  0.0605
N  -0.1483  0.6698  0.0075
O  0.6177  1.5767  0.1016
O  -1.5571  0.9252  -0.2527
S  1.6425  -1.1970  -0.1245
H  -0.6952  -1.2654  0.2076

Cartesian forces, eV/Å:
C 3.26 0.38 -0.30
N -7.24 4.18 -1.42
O 0.10 -1.04 0.09
O 6.39 -1.70 1.26
S -0.10 -0.27 0.02
H -2.41 -1.55 0.36

Its SMILES is O=[N+]([O-])C=S. As for the spin multiplicity: 1. The value obtained for the total energy is -17468.211 eV. The frontier orbital gap (alpha / beta) comes out at 7.83 / 7.84 eV. The calculation puts the relative energy (zero: lowest compared OMol25 entry of this formula, charge and spin) at 3.965 eV. For the highest occupied orbital energy (alpha / beta), the calculation gives -10.5749 / -10.5745 eV. The value obtained for the molar mass is 91.09 Da. The value obtained for the strongest force on any atom is 8.48 eV/Å. The calculation puts the LUMO energy (alpha / beta) at -2.74 / -2.74 eV. The charge is 0.

natural (NBO) population analysis, charges in e, atoms 1 to 4: -0.2135, 0.4023, -0.2302, -0.4410